{"formula": "C5H3NO", "method": "the ωB97M-V functional and the def2-TZVPD basis", "symbols": ["O", "C", "C", "C", "C", "C", "N", "H", "H", "H"], "coordinates": [[0.307, 0.751, 0.964], [-0.467, 0.527, -0.126], [0.059, -0.508, -0.837], [1.180, -1.081, -0.098], [1.255, -0.198, 0.982], [-1.628, 1.310, -0.321], [-2.590, 1.917, -0.536], [-0.271, -0.907, -1.787], [0.193, -1.745, -0.036], [1.963, -0.064, 1.796]], "mulliken_charge": [-0.256, 0.277, -0.228, -0.671, 0.041, 0.132, -0.424, 0.491, 0.221, 0.417], "de_lowest_ev": 3.5480, "homo_ev": [-9.468, -9.468], "lumo_energy_ev": [-0.379, -0.378], "smiles": "N#Cc1ccco1"}

{"formula": "C35H62FN4O5", "method": "the ωB97M-V functional and the def2-TZVPD basis", "symbols": ["C", "C", "C", "N", "C", "C", "C", "C", "C", "C", "F", "C", "C", "C", "C", "O", "O", "N", "C", "O", "C", "C", "C", "H", "H", "H", "H", "H", "H", "H", "H", "H", "H", "H", "H", "H", "H", "H", "H", "H", "H", "H", "H", "H", "H", "H", "H", "H", "H", "C", "C", "C", "C", "C", "C", "N", "O", "C", "C", "C", "H", "H", "H", "H", "H", "H", "H", "H", "H", "H", "H", "H", "H", "H", "H", "H", "H", "H", "C", "C", "C", "C", "C", "C", "N", "O", "C", "C", "C", "H", "H", "H", "H", "H", "H", "H", "H", "H", "H", "H", "H", "H", "H", "H", "H", "H", "H"], "coordinates": [[-1.190, -2.259, 4.916], [-1.476, -1.877, 3.623], [-0.509, -1.013, 2.779], [0.641, -1.630, 2.300], [1.030, -3.018, 2.501], [1.811, -3.367, 3.570], [1.318, -0.566, 1.615], [2.704, -0.798, 0.940], [2.574, -1.828, -0.254], [1.389, -1.529, -1.253], [3.791, -1.789, -0.991], [0.527, 0.653, 1.709], [0.837, 2.083, 1.167], [1.467, 2.130, -0.287], [2.992, 2.550, -0.308], [3.560, 2.776, -1.352], [3.774, 2.687, 0.864], [-0.661, 0.306, 2.473], [-1.718, 1.281, 2.825], [-2.898, 0.700, 3.331], [-4.059, 1.012, 2.537], [-4.336, -0.043, 1.368], [-5.695, -0.832, 1.573], [-2.054, -2.502, 5.582], [-0.142, -2.373, 5.294], [-2.448, -2.259, 3.208], [0.671, -3.829, 1.802], [2.305, -2.538, 4.156], [1.973, -4.453, 3.809], [3.354, -1.305, 1.723], [3.227, 0.156, 0.680], [2.430, -2.880, 0.116], [1.584, -0.570, -1.813], [1.344, -2.338, -2.046], [0.376, -1.529, -0.749], [-0.158, 2.625, 1.113], [1.488, 2.696, 1.853], [0.936, 2.971, -0.835], [1.268, 1.206, -0.896], [4.452, 1.988, 0.789], [-1.978, 1.849, 1.875], [-1.263, 2.064, 3.510], [-4.946, 0.927, 3.238], [-4.082, 2.065, 2.142], [-3.450, -0.717, 1.193], [-4.468, 0.581, 0.427], [-6.066, -1.288, 0.614], [-6.516, -0.143, 1.937], [-5.610, -1.678, 2.317], [3.443, 8.702, -0.533], [2.840, 7.302, -0.801], [3.584, 6.634, -1.972], [3.219, 7.224, -3.332], [1.708, 7.228, -3.537], [0.941, 7.905, -2.388], [1.369, 7.418, -1.042], [0.833, 6.206, -0.864], [1.119, 9.438, -2.476], [-0.572, 7.709, -2.627], [3.155, 6.518, 0.488], [3.694, 9.246, -1.442], [2.765, 9.317, 0.065], [4.379, 8.629, 0.023], [3.361, 5.561, -1.990], [4.665, 6.717, -1.823], [3.621, 8.236, -3.433], [3.692, 6.633, -4.121], [1.475, 7.722, -4.485], [1.372, 6.190, -3.647], [0.691, 9.934, -1.602], [0.610, 9.837, -3.357], [2.155, 9.756, -2.576], [-0.852, 6.657, -2.705], [-0.877, 8.178, -3.565], [-1.158, 8.164, -1.824], [2.647, 6.957, 1.351], [4.227, 6.531, 0.698], [2.872, 5.466, 0.421], [0.149, -8.106, -1.267], [-0.582, -7.333, -0.142], [-1.576, -8.270, 0.568], [-2.825, -8.562, -0.258], [-3.486, -7.270, -0.723], [-2.519, -6.322, -1.453], [-1.241, -6.114, -0.707], [-1.498, -5.287, 0.308], [-2.223, -6.870, -2.867], [-3.255, -4.994, -1.733], [0.548, -6.978, 0.848], [-0.501, -8.783, -1.818], [0.621, -7.421, -1.975], [0.941, -8.738, -0.860], [-1.887, -7.827, 1.521], [-1.083, -9.214, 0.820], [-2.580, -9.197, -1.114], [-3.533, -9.136, 0.348], [-4.333, -7.513, -1.371], [-3.912, -6.765, 0.153], [-1.442, -6.284, -3.360], [-3.113, -6.817, -3.498], [-1.925, -7.916, -2.881], [-3.636, -4.525, -0.823], [-4.120, -5.162, -2.377], [-2.599, -4.281, -2.240], [1.281, -6.310, 0.384], [1.076, -7.878, 1.167], [0.176, -6.503, 1.759]], "lowdin_spin": [0.000, 0.000, 0.000, 0.000, 0.000, 0.000, 0.000, 0.000, 0.000, 0.000, 0.000, 0.000, 0.000, 0.000, 0.000, 0.000, 0.000, 0.000, 0.000, 0.000, 0.000, 0.000, 0.000, 0.000, 0.000, 0.000, 0.000, 0.000, 0.000, 0.000, 0.000, 0.000, 0.000, 0.000, 0.000, 0.000, 0.000, 0.000, 0.000, 0.000, 0.000, 0.000, 0.000, 0.000, 0.000, 0.000, 0.000, 0.000, 0.000, 0.002, 0.025, 0.014, 0.001, 0.014, 0.025, 0.347, 0.563, 0.001, -0.001, -0.001, 0.000, 0.001, 0.000, 0.003, 0.001, 0.000, 0.001, 0.001, 0.003, 0.001, 0.000, 0.000, -0.001, 0.000, 0.000, 0.000, 0.000, -0.001, 0.002, 0.026, 0.014, 0.001, 0.014, 0.025, 0.351, 0.558, 0.002, -0.001, -0.001, 0.000, 0.001, 0.000, 0.003, 0.001, 0.000, 0.001, 0.001, 0.003, 0.001, 0.000, 0.000, -0.001, 0.000, 0.000, 0.000, 0.000, -0.001], "charge": 1, "homo_ev": [-10.390, -11.106], "lumo_energy_ev": [-2.489, -2.492], "spin_multiplicity": 3}

{"formula": "C13H24HgN4O5S2", "method": "the ωB97M-V functional and the def2-TZVPD basis", "symbols": ["O", "H", "Hg", "N", "N", "O", "O", "C", "C", "C", "C", "H", "H", "H", "H", "H", "H", "H", "H", "O", "H", "H", "C", "H", "H", "H", "O", "H", "H", "C", "C", "N", "C", "C", "S", "C", "C", "S", "C", "N", "C", "H", "H", "H", "H", "H", "H", "H", "H"], "coordinates": [[-5.624, -0.327, -0.966], [-5.626, -1.025, -1.657], [-1.234, -0.758, -0.264], [0.077, 0.555, -0.982], [-2.557, 0.947, -1.499], [1.418, 0.440, -0.806], [-3.731, 1.140, -1.858], [-0.288, 1.594, -1.763], [-1.656, 1.793, -2.115], [0.774, 2.413, -2.434], [-2.241, 2.887, -2.921], [1.740, 1.902, -2.561], [1.025, 3.284, -1.805], [0.485, 2.769, -3.441], [-3.017, 3.394, -2.329], [-2.731, 2.368, -3.757], [-1.504, 3.602, -3.294], [1.658, 0.453, 0.379], [-4.597, -0.161, -1.027], [-1.415, 0.895, 1.865], [-1.744, 1.811, 1.840], [-1.249, 0.828, 2.827], [-2.415, -2.190, 0.316], [-3.126, -1.687, 1.034], [-3.117, -2.186, -0.586], [-1.794, -3.113, 0.635], [3.591, -1.781, -1.081], [2.966, -1.045, -1.225], [4.237, -1.803, -1.810], [0.979, -3.833, -0.965], [1.297, -3.294, 0.376], [1.010, -2.112, 0.823], [1.681, -1.810, 1.995], [2.411, -2.877, 2.509], [2.324, -4.242, 1.462], [1.639, -0.484, 2.558], [1.605, -0.106, 3.885], [1.524, 1.604, 4.073], [1.630, 1.769, 2.350], [1.574, 0.615, 1.708], [1.650, 3.083, 1.678], [0.846, -4.916, -0.869], [0.055, -3.377, -1.333], [1.800, -3.628, -1.669], [3.022, -2.792, 3.398], [1.642, -0.804, 4.704], [2.620, 3.535, 1.933], [1.553, 2.971, 0.589], [0.831, 3.699, 2.079]], "mulliken_charge": [-0.652, 0.301, 0.955, 0.054, 0.330, -0.621, -0.805, 0.770, 0.052, -1.590, -1.311, 0.264, 0.283, 0.445, 0.318, 0.295, 0.389, 0.374, 0.274, -0.462, 0.238, 0.246, -1.341, 0.421, 0.304, 0.236, -0.620, 0.309, 0.281, -1.043, 0.442, 0.303, -0.494, -0.517, -0.220, 0.151, -0.385, -0.178, 0.576, 0.065, -0.885, 0.445, 0.143, 0.256, 0.431, 0.494, 0.362, -0.033, 0.349], "de_lowest_ev": 0.0000, "homo_ev": -6.845, "lumo_energy_ev": -0.260}

{"formula": "C24H28CdN9O3S3Se", "method": "the ωB97M-V functional and the def2-TZVPD basis", "symbols": ["Cd", "C", "C", "C", "C", "C", "H", "H", "H", "H", "H", "N", "C", "C", "C", "C", "C", "C", "S", "O", "O", "N", "C", "N", "C", "C", "C", "N", "H", "H", "H", "H", "H", "H", "H", "H", "H", "C", "N", "C", "C", "N", "C", "C", "Se", "H", "H", "H", "H", "H", "H", "H", "H", "O", "S", "N", "C", "N", "C", "C", "N", "C", "S", "H", "H", "H", "H", "H", "H"], "coordinates": [[-0.699, 0.876, 0.328], [-2.028, 3.385, -0.035], [-3.330, 3.126, -0.402], [-3.926, 2.275, 0.576], [-2.996, 2.005, 1.550], [-1.756, 2.658, 1.192], [-1.315, 3.999, -0.569], [-3.813, 3.482, -1.302], [-4.926, 1.867, 0.528], [-3.135, 1.383, 2.423], [-1.046, 2.983, 1.943], [3.641, -5.140, 0.233], [2.664, -4.286, 0.752], [1.521, -4.807, 1.362], [0.554, -3.965, 1.879], [0.722, -2.589, 1.794], [1.871, -2.060, 1.218], [2.838, -2.904, 0.704], [-0.523, -1.488, 2.392], [0.165, -0.215, 2.601], [-1.134, -2.115, 3.536], [-1.539, -1.121, 1.221], [-2.211, -2.022, 0.466], [-2.832, -1.483, -0.610], [-3.482, -2.316, -1.397], [-3.543, -3.686, -1.171], [-2.883, -4.131, -0.041], [-2.230, -3.327, 0.786], [3.290, -6.044, -0.041], [4.194, -4.726, -0.501], [1.390, -5.881, 1.421], [-0.338, -4.360, 2.342], [1.999, -0.985, 1.152], [3.722, -2.486, 0.238], [-3.977, -1.872, -2.257], [-4.069, -4.357, -1.834], [-2.880, -5.186, 0.221], [-1.991, 3.078, -3.744], [-0.790, 2.305, -3.974], [-0.762, 1.039, -4.526], [0.508, 0.598, -4.440], [1.242, 1.597, -3.845], [2.600, 1.460, -3.362], [0.446, 2.646, -3.542], [0.952, 4.223, -2.735], [-2.667, 2.947, -4.588], [-1.710, 4.125, -3.646], [-2.475, 2.760, -2.821], [-1.650, 0.562, -4.899], [0.939, -0.355, -4.682], [3.042, 0.582, -3.829], [2.581, 1.336, -2.280], [3.168, 2.355, -3.611], [1.311, -1.874, -2.698], [0.467, -1.364, -1.606], [0.391, 0.095, -1.392], [2.908, 0.536, 3.818], [2.287, 1.804, 3.495], [1.625, 2.619, 4.396], [1.075, 3.633, 3.699], [1.403, 3.416, 2.377], [2.119, 2.271, 2.234], [2.627, 1.620, 0.777], [3.357, 0.607, 4.808], [3.677, 0.333, 3.076], [2.162, -0.257, 3.792], [1.605, 2.400, 5.448], [0.483, 4.470, 4.021], [1.111, 3.948, 1.574]], "mulliken_charge": [1.672, -0.467, -0.507, -0.725, -0.856, -0.515, 0.303, 0.652, 0.418, 0.436, 0.553, -0.615, 1.146, -0.844, -0.402, -0.490, -0.433, -0.747, 1.049, -0.499, -0.807, -0.182, 0.141, -0.280, -0.110, -0.695, -0.133, -0.466, 0.214, 0.239, 0.299, 0.521, 0.513, 0.323, 0.408, 0.377, 0.401, -0.916, 0.238, -0.436, -0.715, 0.352, -0.935, -0.130, -0.351, 0.356, 0.345, 0.174, 0.455, 0.538, 0.314, 0.207, 0.402, -0.630, 0.307, -0.583, -0.899, 0.251, -0.214, -0.699, 0.060, -0.158, -0.308, 0.384, 0.336, 0.222, 0.447, 0.428, 0.267], "de_lowest_ev": 0.9628, "charge": -1, "homo_ev": -4.531, "lumo_energy_ev": 2.648}

{"formula": "C4H10O", "method": "the ωB97M-V functional and the def2-TZVPD basis", "symbols": ["C", "C", "C", "C", "O", "H", "H", "H", "H", "H", "H", "H", "H", "H", "H"], "coordinates": [[1.998, 0.158, 0.238], [0.958, -0.779, -0.388], [-0.187, -0.182, -1.165], [-2.162, 0.002, 0.588], [-1.028, 0.791, 0.200], [1.537, 0.780, 1.014], [2.409, 0.830, -0.526], [2.834, -0.386, 0.695], [1.437, -1.403, -1.163], [0.589, -1.502, 0.356], [0.229, 0.744, -1.625], [-2.572, -0.491, -0.297], [-1.792, -0.750, 1.287], [-2.898, 0.638, 1.089], [-1.352, 1.551, -0.302]], "mulliken_charge": [-1.079, -0.183, -0.574, -0.650, -0.351, 0.250, 0.296, 0.338, 0.346, 0.232, 0.123, 0.342, 0.229, 0.318, 0.363], "de_lowest_ev": 4.3610, "homo_ev": -7.513, "lumo_energy_ev": 0.693}

{"formula": "C4H8N2O", "method": "the ωB97M-V functional and the def2-TZVPD basis", "symbols": ["C", "N", "C", "C", "O", "C", "N", "H", "H", "H", "H", "H", "H", "H", "H"], "coordinates": [[-1.387, 0.920, 0.684], [-0.691, -0.361, 0.802], [0.223, -0.794, -0.093], [1.535, -0.082, -0.320], [1.575, 1.276, 0.052], [0.041, -2.145, -0.677], [-0.460, -1.488, -1.697], [-2.173, 0.857, -0.082], [-1.851, 1.173, 1.642], [-0.681, 1.698, 0.399], [-1.298, -1.116, 1.105], [-0.489, -0.429, -1.705], [1.819, -0.150, -1.372], [2.276, -0.672, 0.246], [1.562, 1.312, 1.017]], "mulliken_charge": [-0.844, -0.207, 0.286, -0.554, -0.535, -0.472, -0.281, 0.318, 0.307, 0.331, 0.315, 0.309, 0.422, 0.272, 0.332], "de_lowest_ev": 5.4467, "homo_ev": -8.074, "lumo_energy_ev": 0.547}